{"formula": "C4H6O7Rb5S", "method": "ωB97M-V with the def2-TZVPD basis set", "symbols": ["Rb", "Rb", "Rb", "Rb", "Rb", "S", "O", "O", "O", "O", "C", "C", "C", "O", "C", "O", "O", "H", "H", "H", "H", "H", "H"], "positions_angstrom": [[-0.396, -0.869, 6.593], [-4.439, 1.909, 3.655], [-2.134, 6.867, 5.038], [4.673, 0.409, 0.656], [3.152, 4.357, 6.794], [0.378, 2.039, 2.492], [-0.432, 3.205, 2.936], [1.147, 2.246, 1.239], [1.353, 1.873, 3.526], [-0.356, 0.871, 2.503], [-1.107, -2.569, -1.573], [-0.682, -2.070, -2.958], [-0.327, -0.580, -3.079], [1.004, -0.570, -3.465], [1.398, -1.717, -3.794], [2.579, -2.019, -4.198], [0.501, -2.670, -3.453], [-1.145, -3.656, -1.505], [-2.064, -2.184, -1.221], [-0.344, -2.221, -0.876], [-1.540, -2.446, -3.515], [-0.319, -0.257, -2.038], [-0.899, 0.051, -3.760]], "forces_ev_per_angstrom": [[0.226, -0.063, -0.450], [0.354, -0.116, -0.520], [0.087, 0.111, -0.328], [-0.501, 0.184, -0.119], [0.151, -0.125, -0.333], [3.447, 4.782, -1.211], [-1.581, 1.229, -0.466], [-0.984, 0.296, -0.224], [4.122, -0.275, 4.385], [-5.340, -6.078, -0.825], [1.506, 0.404, 0.619], [-1.772, -0.762, -0.298], [-1.459, -0.142, 1.733], [0.283, 3.427, -0.367], [6.767, -5.353, -1.421], [-5.237, 1.515, 1.477], [0.231, -0.465, -0.291], [0.047, 0.036, -0.321], [-0.031, 0.215, -0.432], [0.001, -0.118, 0.452], [0.276, 0.579, -1.127], [-0.409, 0.929, -0.177], [-0.182, -0.208, 0.246]], "lumo_ev": -8.40, "e_homo_ev": -12.36, "relative_energy_kcal_mol": 80.2, "charge": 3, "gap_ev": 4.0}